ORCA calculation (the ωB97M-V functional and the def2-TZVPD basis) on one molecule with the formula C3H6N4 at a distorted geometry.

```
13
Properties=species:S:1:pos:R:3:nbo_charge:R:1
H 2.251 2.174 -1.969 0.31
N 2.566 2.241 -1.027 -0.62
C 1.769 1.430 -0.403 0.27
N 0.735 0.640 -0.769 -0.61
C -0.012 -0.030 0.124 0.30
N -1.110 -0.654 -0.177 -0.50
C -1.684 -1.322 1.033 0.26
N -2.368 -2.434 1.032 -0.62
H -2.563 -2.750 1.960 0.35
H 1.997 1.394 0.613 0.16
H 0.183 0.784 -1.737 0.43
H 0.367 0.151 1.186 0.16
H -1.435 -0.769 2.008 0.12
```

Results
ΔE to the lowest compared entry with this formula, charge and spin ... 2.032 eV
Spin multiplicity ... 1
Total charge ... 0


ORCA calculation (the ωB97M-V functional and the def2-TZVPD basis) on an isolated ion of composition C3H6N4 and charge +2 at a distorted geometry.

```
13
Properties=species:S:1:pos:R:3:nbo_charge:R:1
H -0.020 2.131 0.936 0.48
N -0.367 1.225 0.495 -0.51
C 0.364 0.294 0.008 0.47
C 1.770 0.395 0.080 -0.69
N -0.276 -0.897 -0.548 -0.36
C -1.489 -1.168 -0.346 0.42
N -2.428 -0.253 -0.007 -0.02
N -2.528 0.792 0.450 0.56
H 2.146 0.493 -0.904 0.30
H 2.226 -0.470 0.442 0.28
H 1.935 1.244 0.679 0.28
H 0.369 -1.598 -0.933 0.51
H -1.701 -2.188 -0.352 0.30
```

Results
ΔE to the lowest compared entry with this formula, charge and spin ... 4.817 eV
Spin multiplicity ... 1
Total charge ... +2


ORCA calculation (the ωB97M-V functional and the def2-TZVPD basis) on one molecule with the formula C3H6N4O at a distorted geometry.

```
14
Properties=species:S:1:pos:R:3:nbo_charge:R:1
H -2.237 -0.009 -0.457 0.37
N -2.112 -1.024 -0.299 -0.61
C -0.931 -1.308 -0.049 0.27
N 0.271 -0.422 0.033 -0.52
C 1.435 -1.187 0.033 0.55
O 2.498 -0.728 0.146 -0.53
C 0.254 0.941 -0.007 0.54
N -0.909 1.590 0.319 -0.85
N 1.230 1.656 -0.460 -0.69
H 1.897 1.042 -0.894 0.35
H -0.682 -2.373 0.109 0.17
H 1.268 -2.219 0.141 0.12
H -0.736 2.654 0.074 0.43
H -1.246 1.387 1.312 0.39
```

Results
ΔE to the lowest compared entry with this formula, charge and spin ... 1.548 eV
Spin multiplicity ... 1
Total charge ... 0


ORCA calculation (the ωB97M-V functional and the def2-TZVPD basis) on one molecule with the formula C3H6N4O at a distorted geometry.

```
14
Properties=species:S:1:pos:R:3:nbo_charge:R:1
C 0.547 -0.623 0.620 -0.04
C -0.714 -0.304 -0.121 0.24
N 0.930 0.175 1.661 -0.80
C 0.830 -0.264 -1.213 0.37
N -1.114 1.025 0.135 -0.17
N -1.506 1.754 -0.774 -0.23
N -1.486 -1.219 -0.705 -0.68
O 1.157 0.753 -1.754 -0.50
H 0.781 -1.681 0.707 0.22
H 1.740 -0.107 2.193 0.39
H 0.803 1.170 1.505 0.41
H -1.605 2.711 -0.396 0.32
H -1.408 -2.124 -0.243 0.34
H 1.046 -1.266 -1.614 0.14
```

Results
ΔE to the lowest compared entry with this formula, charge and spin ... 5.532 eV
Spin multiplicity ... 1
Total charge ... 0


ORCA calculation (the ωB97M-V functional and the def2-TZVPD basis) on one molecule with the formula C3H6N4O at a distorted geometry.

```
14
Properties=species:S:1:pos:R:3:nbo_charge:R:1
N 0.047 0.955 -2.685 -0.82
C -0.211 0.302 -1.547 0.03
C 0.717 0.590 0.081 0.05
N 0.019 -0.216 0.863 -0.03
N 0.148 -0.381 2.247 -0.66
N -1.137 -0.808 0.322 -0.44
C -1.255 -0.492 -1.016 0.47
O -2.198 -1.061 -1.664 -0.73
H -0.795 1.438 -3.033 0.38
H 0.534 0.496 -3.421 0.38
H 1.648 1.042 0.391 0.22
H -0.558 -0.086 2.797 0.37
H 0.496 -1.257 2.574 0.37
H -1.538 -1.648 0.556 0.42
```

Results
ΔE to the lowest compared entry with this formula, charge and spin ... 5.750 eV
Spin multiplicity ... 1
Total charge ... 0


ORCA calculation (the ωB97M-V functional and the def2-TZVPD basis) on one molecule with the formula C3H6N4O2 at a distorted geometry.

```
15
Properties=species:S:1:pos:R:3:nbo_charge:R:1
H 2.781 -0.153 -0.584 0.36
N 2.281 -1.090 -0.224 -0.66
C 1.018 -0.697 -0.330 0.60
O -0.054 -1.513 -0.227 -0.45
C -1.108 -0.729 0.309 0.85
O -2.237 -1.151 0.394 -0.55
N -0.806 0.592 0.267 -0.33
C -1.650 1.680 -0.501 -0.43
N 0.717 0.693 -0.193 -0.23
N 1.900 1.324 0.566 -0.63
H -1.837 1.349 -1.629 0.22
H -1.427 2.794 -0.490 0.24
H -2.640 1.650 0.020 0.23
H 1.637 1.426 1.613 0.38
H 1.616 2.085 -0.038 0.39
```

Results
ΔE to the lowest compared entry with this formula, charge and spin ... 5.286 eV
Spin multiplicity ... 1
Total charge ... 0


ORCA calculation (the ωB97M-V functional and the def2-TZVPD basis) on a 2-piece molecular cluster, C3H6N4O2 overall at a distorted geometry.

```
15
Properties=species:S:1:pos:R:3:nbo_charge:R:1
C 1.664 0.056 -0.320 0.07
C -0.703 0.935 1.047 -0.03
C 0.280 -0.043 -0.980 -0.26
N -0.816 0.559 -0.144 -0.51
N 1.956 0.419 0.827 0.10
N 2.599 0.926 1.686 -0.17
N 6.880 5.861 -0.289 0.85
O 7.745 5.185 -0.317 0.08
O 6.034 6.569 -0.411 0.07
H 2.402 -0.122 -1.133 0.29
H -1.577 1.271 1.417 0.16
H 0.171 0.405 -1.978 0.27
H 0.226 -1.232 -0.906 0.27
H -1.755 0.416 -0.498 0.41
H 2.780 0.549 2.585 0.41
```

Results
ΔE to the lowest compared entry with this formula, charge and spin ... 5.652 eV
Spin multiplicity ... 1
Total charge ... +2


ORCA calculation (the ωB97M-V functional and the def2-TZVPD basis) on C3H6N4ReS7Sb2 as an isolated structure.

```
23
Properties=species:S:1:pos:R:3:lowdin_spin:R:1
Re -2.124 0.679 -0.988 0.79
C 3.310 -0.667 1.417 0.00
C 1.883 -0.771 1.776 0.00
N 1.393 -0.899 2.963 0.00
N 0.050 -0.923 2.779 0.01
C -0.314 -0.803 1.500 0.00
S -1.936 -0.724 0.974 0.03
N 0.865 -0.733 0.842 0.00
N 0.992 -0.657 -0.523 0.00
H 3.905 -0.707 2.324 0.00
H 3.495 0.273 0.894 0.00
H 3.604 -1.485 0.758 0.00
H -0.574 -0.971 3.567 0.00
H 1.450 -1.487 -0.881 0.00
H 1.511 0.204 -0.764 0.00
S 2.352 2.293 -1.163 0.03
Sb 0.416 2.877 -2.164 0.09
S -1.217 2.530 -0.232 0.00
S -0.576 0.573 -2.879 0.00
S -6.279 -1.078 -3.450 -0.01
Sb -5.438 0.856 -2.811 -0.01
S -2.424 1.404 -3.236 0.06
S -4.345 0.215 -0.703 0.00
```

Results
Spin multiplicity ... 2
Calculated total energy ... -3683.1105 Ha
Total charge ... 0